Below is 2 unconnected molecules or ions with the total composition C3H3OP at a distorted geometry, with properties calculated with wB97M-V/def2-TZVPD.

The geometry in XYZ format:
```
8
Properties=species:S:1:pos:R:3
C -1.53000 -0.48338 1.11567
C -0.52354 0.03550 0.73273
C 0.40634 -1.07672 -2.29012
O 1.38663 -1.53548 -1.96927
P 0.91739 1.00408 0.86108
H -2.41842 -0.88317 1.51252
H 0.30409 2.14199 0.50016
H 1.45750 0.79719 -0.46277
```

* energy above the lowest of the compared OMol25 structures with the same formula, charge and spin: 51.29 kcal/mol
* HOMO-LUMO gap: 10.6 eV
* total charge: 0
* total energy: -532.6005 Ha